# 1
{"formula": "C20H28N2O5", "method": "ωB97M-V with the def2-TZVPD basis set", "homo_lumo_gap_ev": 9.987, "total_charge": 0, "smiles": "CCOC(=O)CN1C[C@]23C=C[C@H](O2)[C@@H](C(=O)NC2CCCCCC2)[C@@H]3C1=O", "e_tot_ev": -34412.9149, "homo_ev": -9.2, "de_lowest_kj_mol": 184.7, "lumo_energy_ev": 0.753, "largest_force_ev_per_a": 0.60, "species": ["C", "C", "H", "H", "O", "C", "O", "C", "N", "C", "O", "C", "H", "C", "C", "O", "N", "H", "C", "C", "C", "C", "C", "C", "H", "C", "H", "H", "H", "H", "H", "H", "H", "H", "H", "H", "H", "H", "H", "C", "C", "C", "H", "C", "C", "H", "H", "O", "H", "H", "H", "H", "H", "H", "H"], "xyz": [[2.90226, 0.34215, 7.75627], [3.87008, -0.61574, 7.07839], [3.48797, -1.64050, 7.12687], [4.86155, -0.56428, 7.53223], [4.07464, -0.26361, 5.70522], [3.17117, -0.69240, 4.82622], [2.22768, -1.38682, 5.09286], [3.52128, -0.19984, 3.42768], [2.58113, -0.65142, 2.44582], [1.74601, 0.19577, 1.79536], [1.75711, 1.40104, 1.90574], [0.83106, -0.64764, 0.92921], [-0.14552, -0.75424, 1.40742], [0.68165, -0.26469, -0.54214], [-0.76574, -0.11430, -0.98197], [-1.69384, -0.61212, -0.38008], [-0.90998, 0.57886, -2.12873], [-0.10185, 0.99231, -2.56623], [-2.19541, 0.81216, -2.76436], [-2.21127, 0.15417, -4.14861], [-3.62808, -0.00053, -4.70330], [-4.12934, 1.19328, -5.52063], [-3.73601, 2.57162, -4.98174], [-3.78985, 2.70612, -3.45884], [-3.98930, 3.75074, -3.20962], [-2.47766, 2.31521, -2.78070], [-2.49296, 2.65981, -1.74417], [-1.65265, 2.82679, -3.28552], [-4.61064, 2.11254, -3.05599], [-4.40834, 3.30558, -5.43167], [-2.72772, 2.82339, -5.31672], [-3.75227, 1.11279, -6.54308], [-5.21824, 1.12758, -5.57447], [-4.30551, -0.18716, -3.86854], [-3.66751, -0.88276, -5.34580], [-1.76608, -0.83779, -4.03798], [-1.58986, 0.72053, -4.84430], [-2.92738, 0.30929, -2.12345], [1.26322, 0.62862, -0.77792], [1.36096, -1.52163, -1.20595], [0.45111, -2.70455, -0.94142], [0.63499, -3.01690, 0.33553], [0.15165, -3.75270, 0.94487], [1.61822, -1.99065, 0.83730], [2.43156, -2.05437, 2.10967], [3.40980, -2.50946, 1.93296], [1.90631, -2.59602, 2.90254], [2.42921, -1.76202, -0.31626], [-0.21816, -3.12926, -1.66176], [1.71051, -1.37539, -2.22461], [3.49496, 0.89507, 3.42295], [4.53870, -0.52740, 3.18398], [1.92194, 0.27045, 7.29183], [3.26118, 1.36452, 7.66769], [2.81325, 0.08581, 8.80796]], "forces_ev_per_a": [[0.200, -0.158, -0.330], [-0.232, -0.163, 0.437], [0.147, 0.139, 0.006], [-0.112, -0.047, -0.081], [0.251, 0.230, -0.108], [0.031, 0.005, -0.336], [-0.125, -0.019, 0.081], [-0.167, 0.102, 0.027], [0.383, -0.214, 0.416], [-0.176, -0.042, -0.321], [-0.090, 0.399, 0.026], [0.134, 0.041, -0.049], [0.096, 0.003, 0.023], [0.044, -0.075, 0.158], [0.527, 0.232, 0.034], [-0.323, -0.162, 0.232], [-0.048, 0.218, -0.354], [0.052, -0.038, 0.148], [0.079, 0.078, -0.096], [-0.300, -0.207, 0.237], [0.109, 0.114, -0.229], [0.032, 0.005, 0.056], [-0.245, -0.073, 0.016], [0.280, 0.189, -0.153], [-0.071, -0.047, 0.048], [-0.306, -0.233, 0.177], [0.095, 0.002, 0.004], [0.063, 0.052, -0.004], [-0.135, 0.008, 0.095], [0.084, 0.036, -0.049], [0.036, 0.073, -0.033], [-0.072, -0.037, -0.042], [-0.025, 0.016, -0.090], [-0.041, -0.079, 0.026], [-0.063, -0.035, 0.079], [0.053, 0.053, -0.011], [0.153, 0.022, -0.073], [0.069, 0.065, -0.124], [-0.044, -0.013, -0.003], [-0.329, 0.115, -0.308], [0.275, -0.223, 0.050], [0.312, -0.018, -0.187], [-0.260, -0.191, 0.109], [-0.323, 0.019, 0.328], [-0.069, -0.200, -0.193], [-0.052, -0.052, 0.013], [0.078, -0.005, -0.091], [0.356, 0.227, 0.227], [-0.279, -0.126, -0.082], [0.011, -0.001, 0.022], [0.093, -0.145, 0.027], [-0.068, 0.069, 0.052], [-0.083, 0.005, 0.018], [0.018, 0.096, 0.045], [-0.024, -0.007, 0.129]], "lowdin_charge": [-0.060, -0.213, 0.121, 0.123, -0.001, -0.465, 0.124, -0.026, -0.031, -0.393, 0.088, -0.062, 0.171, -0.090, -0.449, 0.079, 0.103, 0.150, -0.316, -0.142, -0.198, -0.208, -0.210, -0.192, 0.108, -0.151, 0.120, 0.117, 0.117, 0.105, 0.104, 0.107, 0.107, 0.109, 0.107, 0.113, 0.119, 0.147, 0.157, -0.227, 0.005, 0.041, 0.119, -0.371, -0.024, 0.144, 0.133, 0.001, 0.115, 0.156, 0.142, 0.146, 0.077, 0.079, 0.078]}

# 2
{"formula": "C2H5N3S2", "method": "ωB97M-V with the def2-TZVPD basis set", "homo_lumo_gap_ev": 8.909, "total_charge": 0, "e_tot_ev": -28291.9026, "homo_ev": -8.8, "de_lowest_kj_mol": 459.8, "lumo_energy_ev": 0.093, "largest_force_ev_per_a": 6.54, "species": ["C", "C", "H", "H", "H", "H", "H", "N", "N", "N", "S", "S"], "xyz": [[0.01588, -0.19794, 1.25776], [-1.46600, -0.69185, -2.48876], [2.47595, 1.97972, 1.65949], [0.73024, 1.22472, -0.43611], [0.55125, -0.50132, 3.08206], [-1.01116, -0.45194, -3.50378], [-2.35624, -1.28026, -2.48871], [1.06375, 0.37328, 0.46062], [-0.19861, -0.69703, 2.45936], [-0.93345, -0.04959, -1.32955], [2.65190, 0.71841, 1.05616], [-1.52351, -0.42622, 0.27148]], "forces_ev_per_a": [[-1.095, -0.477, 0.368], [2.935, 3.883, 4.365], [-0.008, -1.228, -0.475], [0.795, -4.062, 3.707], [1.048, 0.126, 0.665], [-0.421, -0.048, 1.733], [-0.426, -0.598, 0.325], [-1.108, 3.126, -1.475], [0.578, 1.602, -3.764], [-2.160, -3.286, -4.858], [-0.951, 0.763, 0.508], [0.812, 0.199, -1.100]], "lowdin_charge": [-0.771, -0.058, -0.125, 0.211, 0.009, 0.072, 0.028, -0.517, 0.037, -0.412, 0.669, 0.856]}

# 3
{"formula": "C6H9NS", "method": "ωB97M-V with the def2-TZVPD basis set", "homo_lumo_gap_ev": 9.726, "total_charge": 0, "smiles": "C=C[C@@]12CNC[C@@H]1S2", "e_tot_ev": -18692.1262, "homo_ev": -8.8, "de_lowest_kj_mol": 104.6, "lumo_energy_ev": 0.900, "largest_force_ev_per_a": 1.33, "species": ["C", "C", "C", "C", "C", "C", "H", "H", "H", "H", "H", "H", "H", "H", "H", "N", "S"], "xyz": [[-1.58637, 1.97463, 0.59199], [-1.12784, 1.36466, -0.49813], [-0.35230, 0.09822, -0.50127], [1.13648, 0.13601, -0.87461], [0.95186, -1.47099, 0.79575], [-0.46140, -0.93940, 0.55246], [-1.40677, 1.56611, 1.58656], [-2.10407, 2.91080, 0.52832], [-1.29485, 1.84198, -1.50832], [1.58110, 0.97672, -0.34249], [1.30847, 0.26286, -1.92769], [1.59876, -1.83402, -1.07654], [1.34086, -0.96380, 1.69172], [1.00729, -2.54237, 0.99120], [-1.12858, -0.86295, 1.39687], [1.74070, -1.09378, -0.37759], [-1.20334, -1.42469, -1.02822]], "forces_ev_per_a": [[0.519, -0.529, -0.088], [-0.270, 0.681, -0.889], [-0.006, 0.039, 0.240], [-0.163, -0.027, 0.416], [-0.074, 0.232, 0.314], [0.370, -0.250, 0.020], [-0.113, 0.048, -0.208], [-0.220, 0.277, -0.021], [0.188, -0.600, 1.173], [0.020, 0.215, 0.024], [0.111, 0.050, -0.488], [0.120, 0.508, 0.329], [0.002, -0.013, -0.154], [-0.055, 0.036, -0.132], [-0.169, 0.150, -0.012], [-0.209, -0.747, -0.413], [-0.053, -0.071, -0.111]], "lowdin_charge": [0.023, -0.168, -0.680, -0.199, -0.226, -0.489, 0.064, 0.050, 0.126, 0.122, 0.115, 0.097, 0.117, 0.115, 0.105, -0.069, 0.897]}

# 4
{"formula": "C7H19ClMgN3O3", "method": "ωB97M-V with the def2-TZVPD basis set", "homo_lumo_gap_ev": 2.839, "total_charge": 1, "e_tot_ev": -36139.3923, "homo_ev": -11.4, "de_lowest_kj_mol": 0.0, "lumo_energy_ev": -8.538, "largest_force_ev_per_a": 0.87, "species": ["Mg", "Cl", "C", "O", "N", "N", "H", "H", "H", "H", "C", "O", "C", "C", "N", "C", "C", "O", "C", "H", "H", "H", "H", "H", "H", "H", "H", "H", "H", "H", "H", "H", "H", "H"], "xyz": [[0.53125, 1.14892, -4.30543], [-0.70869, 0.88466, -2.53651], [-1.58283, 3.81639, 0.65416], [-1.88848, 4.33555, 1.70798], [-0.36029, 4.05586, 0.06345], [-2.40089, 2.93627, -0.01264], [0.31349, 4.55569, 0.61327], [-0.08811, 3.65673, -0.81311], [-2.07302, 2.45898, -0.83034], [-3.34012, 2.79506, 0.30729], [-0.06817, 2.19813, 3.41921], [0.79368, 1.29439, 2.76821], [0.10249, 0.48632, 1.84993], [1.07956, -0.44893, 1.17735], [0.36559, -1.22196, 0.15660], [1.23635, -2.16456, -0.52846], [0.44605, -2.96527, -1.54821], [1.19859, -4.08584, -1.92815], [0.51193, -4.93138, -2.81907], [-0.87991, 1.68345, 3.95400], [-0.55585, 2.87121, 2.70149], [0.51543, 2.74819, 4.15097], [-0.35631, 1.11488, 1.06524], [-0.69115, -0.07656, 2.35474], [1.57510, -1.13317, 1.86434], [1.87430, 0.16535, 0.71806], [0.04700, -0.55587, -0.53616], [1.67445, -2.85559, 0.18965], [2.05440, -1.66202, -1.07315], [0.22082, -2.33922, -2.44349], [-0.54628, -3.26202, -1.18218], [-0.44057, -5.27737, -2.39889], [1.14726, -5.79669, -2.98873], [0.29293, -4.42958, -3.77141]], "forces_ev_per_a": [[-0.412, -0.199, 0.633], [0.453, 0.184, -0.724], [-0.085, 0.046, 0.174], [-0.123, 0.024, -0.220], [-0.278, -0.143, -0.011], [0.465, 0.203, -0.196], [0.015, 0.050, -0.008], [0.026, -0.053, 0.042], [-0.211, -0.013, -0.004], [0.012, 0.029, 0.121], [-0.516, 0.093, 0.045], [0.146, -0.253, -0.154], [0.171, 0.063, 0.185], [0.119, 0.114, -0.543], [0.346, 0.005, 0.070], [-0.318, -0.008, -0.309], [-0.322, 0.003, -0.389], [0.058, 0.122, -0.007], [-0.126, -0.137, 0.042], [0.156, -0.121, -0.021], [0.281, 0.003, 0.301], [0.056, 0.127, -0.086], [-0.143, -0.031, 0.123], [-0.048, -0.013, -0.081], [-0.192, 0.009, 0.195], [0.049, -0.050, 0.149], [-0.240, -0.021, 0.050], [0.014, 0.011, 0.051], [0.180, -0.070, 0.218], [0.146, -0.030, 0.084], [0.177, -0.022, 0.335], [0.053, 0.055, 0.055], [-0.003, 0.025, -0.115], [0.097, -0.002, -0.005]], "lowdin_charge": [1.094, 0.031, -0.690, 0.038, 0.155, 0.157, 0.109, 0.062, 0.011, 0.110, -0.095, -0.181, -0.243, -0.203, -0.073, -0.215, -0.257, -0.184, -0.111, 0.096, 0.053, 0.094, 0.103, 0.133, 0.128, 0.122, 0.014, 0.130, 0.117, 0.099, 0.130, 0.093, 0.093, 0.083]}